ORCA calculation (wB97M-V/def2-TZVPD) on 2 unconnected molecules or ions with the total composition C2H3ClF2O2S in a non-equilibrium geometry.

The geometry in XYZ format:
```
11
Properties=species:S:1:pos:R:3:forces:R:3
F 0.61755 0.78537 1.75096 -0.2 0.2 0.8
C -1.55494 -1.14129 0.22450 -2.6 5.1 -4.2
H -1.43432 -1.50646 -0.76818 0.5 -0.3 -0.4
S 1.26758 0.24360 -0.68069 0.4 -0.8 0.7
C 0.07741 0.85971 0.55632 -0.6 -0.7 -2.3
Cl 2.93360 1.42910 -0.31650 -0.4 -0.1 0.0
O 0.76297 0.55936 -1.96247 -0.5 0.6 -0.7
O 1.72567 -1.10014 -0.44225 -0.6 0.9 0.5
H -0.40960 1.85327 0.23317 0.8 -1.6 0.7
H -1.23534 -1.49244 1.06215 2.0 -2.5 4.9
F -2.75057 -0.49008 0.34300 1.1 -0.8 0.0
```
Forces are in eV/Å.

Properties
* calculated total energy: -35005.359 eV
* total charge: 0
* orbital gap (spin up / spin down): 8.15 / 9.35 eV

These are the Löwdin partial charges, in e, on atoms 1 to 6: -0.0088, 0.1073, 0.0880, 0.3055, -0.2721, 0.3516